Model a:
A molecular structure, C37H52CsN7O2SSb, computed with ωB97M-V/def2-TZVPD.

Properties
- frontier orbital gap (eV) = 6.57
- molecular weight (g/mol) = 913.60
- net charge = -1
- lowest unoccupied orbital energy (hartree) = 0.0775

Last column: Mulliken charge in e.
Geometry (Å):
Cs -1.23 0.26 -0.97  0.910
O -2.01 3.94 -2.23  -0.884
C -1.17 3.53 -1.39  -0.206
N 0.04 3.06 -1.57  -0.154
C 0.46 3.06 -2.94  -1.453
C 1.16 1.84 -3.51  0.702
C 1.68 1.99 -4.80  -0.842
C 2.33 0.95 -5.42  -0.324
C 2.45 -0.26 -4.73  -0.867
C 1.91 -0.33 -3.47  -0.277
N 1.29 0.68 -2.86  0.171
C -1.68 3.55 0.05  0.558
C -2.79 4.35 0.33  -0.782
C -3.31 4.37 1.61  -0.415
C -2.73 3.56 2.58  -0.783
C -1.65 2.79 2.21  0.043
N -1.12 2.79 0.99  0.505
H 1.19 3.88 -3.08  0.311
H -0.37 3.30 -3.62  0.562
H 1.56 2.94 -5.31  0.482
H 2.73 1.07 -6.41  0.373
H 2.95 -1.11 -5.18  0.424
H 1.98 -1.25 -2.89  0.469
H -3.21 4.92 -0.48  0.495
H -4.17 4.99 1.85  0.397
H -3.12 3.53 3.59  0.439
H -1.17 2.13 2.93  -0.020
O -2.35 -2.23 -1.84  -0.487
C -3.37 -2.41 -2.58  -0.011
C -3.31 -3.28 -3.71  -0.529
C -4.39 -3.56 -4.51  -0.401
C -5.64 -2.97 -4.25  -0.828
C -5.73 -2.10 -3.18  -0.517
C -4.66 -1.79 -2.35  0.319
C -4.82 -0.80 -1.28  -0.004
N -4.41 -0.85 -0.03  -0.213
C -4.77 0.35 0.55  -0.907
C -5.39 1.14 -0.36  -0.313
N -5.44 0.40 -1.51  -0.039
H -2.34 -3.72 -3.91  0.396
H -4.28 -4.24 -5.35  0.380
H -6.50 -3.19 -4.86  0.371
H -6.70 -1.65 -2.95  0.414
H -4.53 0.56 1.58  0.473
H -5.78 2.14 -0.30  0.477
H -5.72 0.72 -2.42  0.276
C 0.20 -4.48 0.24  -0.717
N -1.21 -4.33 0.48  0.133
C -2.15 -4.98 -0.42  -0.451
C -3.49 -4.42 0.07  -0.398
N -3.10 -3.27 0.88  0.088
C -1.76 -3.22 1.03  -0.514
S -0.93 -1.97 1.79  -0.097
H 0.49 -5.53 0.35  0.281
H 0.75 -3.87 0.96  0.090
H 0.45 -4.15 -0.77  0.281
H -2.09 -6.06 -0.34  0.405
H -1.95 -4.67 -1.45  0.105
H -4.03 -5.15 0.70  0.322
H -4.14 -4.12 -0.75  0.117
H -3.58 -2.38 0.76  0.584
C 0.87 0.76 4.36  -1.592
C 2.14 0.13 3.80  1.760
C 2.01 -1.39 3.98  -1.615
C 3.36 0.62 4.57  -1.775
Sb 2.11 0.59 1.63  1.008
C 3.65 -0.78 0.84  2.118
C 4.88 -1.02 1.70  -1.730
C 4.08 -0.22 -0.52  -2.012
C 2.92 -2.10 0.60  -1.914
C 3.15 2.54 1.51  1.916
C 2.39 3.51 2.42  -1.687
C 2.98 3.02 0.07  -1.511
C 4.64 2.56 1.87  -1.781
H 0.78 0.52 5.43  0.515
H -0.02 0.36 3.86  0.097
H 0.86 1.85 4.26  0.319
H 1.83 -1.60 5.05  0.539
H 2.90 -1.93 3.69  0.279
H 1.16 -1.79 3.43  0.057
H 3.29 0.29 5.61  0.513
H 3.43 1.71 4.57  0.299
H 4.29 0.22 4.16  0.211
H 5.42 -0.10 1.93  0.231
H 5.58 -1.67 1.16  0.514
H 4.64 -1.52 2.64  0.313
H 4.74 0.64 -0.42  0.291
H 3.22 0.09 -1.13  0.146
H 4.62 -1.00 -1.07  0.578
H 2.53 -2.54 1.51  0.329
H 3.61 -2.82 0.14  0.500
H 2.07 -1.97 -0.08  0.270
H 1.33 3.53 2.16  0.073
H 2.78 4.52 2.28  0.512
H 2.49 3.26 3.47  0.320
H 1.94 2.99 -0.27  0.159
H 3.58 2.43 -0.63  0.284
H 3.32 4.06 -0.01  0.507
H 4.82 2.29 2.91  0.232
H 5.03 3.58 1.72  0.508
H 5.22 1.90 1.23  0.301

***

Model b:
A molecular structure, C37H52CsN7O2SSb, computed with ωB97M-V/def2-TZVPD.

Properties
- frontier orbital gap (eV) = 6.36
- molecular weight (g/mol) = 913.60
- net charge = -1
- lowest unoccupied orbital energy (hartree) = 0.0729

Last column: Mulliken charge in e.
Geometry (Å):
Cs -0.96 1.10 1.87  1.260
O 0.15 0.96 6.77  -0.852
C 0.17 0.88 5.51  -0.273
N -0.72 1.29 4.64  -0.083
C -1.88 1.92 5.25  -0.844
C -2.89 2.37 4.21  0.353
C -4.16 1.80 4.17  -0.545
C -5.07 2.19 3.19  -0.409
C -4.69 3.16 2.29  -0.284
C -3.41 3.70 2.40  -0.354
N -2.53 3.30 3.32  -0.369
C 1.42 0.18 4.93  0.457
C 2.40 -0.23 5.83  -0.566
C 3.49 -0.94 5.38  -0.434
C 3.59 -1.22 4.03  -0.962
C 2.58 -0.76 3.19  -0.467
N 1.52 -0.08 3.62  0.114
H -1.60 2.78 5.87  0.346
H -2.38 1.23 5.95  0.282
H -4.41 1.02 4.88  0.338
H -6.04 1.72 3.12  0.379
H -5.34 3.48 1.49  0.377
H -3.06 4.45 1.69  0.342
H 2.23 0.01 6.87  0.480
H 4.25 -1.28 6.08  0.396
H 4.42 -1.79 3.61  0.530
H 2.63 -0.95 2.12  0.850
O -1.97 1.05 -0.45  -0.599
C -3.23 1.11 -0.59  0.836
C -3.82 2.21 -1.30  -0.947
C -5.18 2.34 -1.46  -0.608
C -6.05 1.39 -0.93  -0.862
C -5.51 0.32 -0.24  -1.012
C -4.14 0.13 -0.04  1.291
C -3.69 -1.03 0.74  -0.321
N -2.48 -1.31 1.19  0.560
C -2.58 -2.48 1.89  -0.668
C -3.86 -2.94 1.86  -0.905
N -4.56 -2.02 1.12  0.000
H -3.13 2.94 -1.70  0.436
H -5.57 3.20 -2.00  0.360
H -7.12 1.49 -1.04  0.349
H -6.22 -0.39 0.18  0.187
H -1.72 -2.92 2.37  0.427
H -4.33 -3.81 2.29  0.434
H -5.53 -2.06 0.90  0.141
C 3.24 2.80 -1.12  -0.881
N 4.00 2.51 0.08  0.076
C 4.38 1.14 0.38  0.005
C 5.02 1.26 1.77  -0.008
N 4.54 2.55 2.20  -0.121
C 3.96 3.26 1.20  0.171
S 3.32 4.78 1.40  -0.461
H 3.86 2.61 -1.99  0.226
H 2.95 3.85 -1.09  0.389
H 2.34 2.18 -1.18  0.250
H 5.08 0.75 -0.37  0.256
H 3.49 0.49 0.38  -0.135
H 6.11 1.23 1.70  0.282
H 4.69 0.47 2.44  -0.187
H 4.55 2.94 3.13  0.182
C 4.01 -0.95 -3.13  -1.876
C 2.67 -0.83 -3.87  1.731
C 2.67 -1.88 -4.98  -1.621
C 2.63 0.56 -4.52  -1.767
Sb 1.05 -0.78 -2.35  1.199
C -0.76 -0.58 -3.57  1.833
C -1.95 -1.22 -2.85  -1.695
C -1.02 0.93 -3.63  -1.694
C -0.71 -1.14 -4.99  -1.835
C 1.06 -2.84 -1.56  2.080
C 2.23 -2.88 -0.57  -1.907
C -0.21 -3.07 -0.73  -2.216
C 1.22 -3.98 -2.55  -1.782
H 4.83 -0.76 -3.84  0.514
H 4.17 -1.95 -2.72  0.339
H 4.10 -0.22 -2.32  0.197
H 3.49 -1.67 -5.67  0.501
H 1.75 -1.88 -5.56  0.226
H 2.82 -2.88 -4.60  0.254
H 3.47 0.68 -5.21  0.492
H 2.71 1.36 -3.77  0.176
H 1.72 0.73 -5.09  0.304
H -2.00 -0.95 -1.79  -0.076
H -1.94 -2.31 -2.95  0.322
H -2.88 -0.86 -3.32  0.649
H -1.17 1.34 -2.63  0.105
H -1.93 1.11 -4.21  0.489
H -0.21 1.47 -4.12  0.305
H -0.52 -2.21 -5.00  0.251
H 0.03 -0.65 -5.62  0.370
H -1.69 -0.98 -5.46  0.463
H 2.10 -2.15 0.24  0.287
H 3.20 -2.70 -1.04  0.271
H 2.28 -3.87 -0.10  0.516
H -0.48 -2.21 -0.11  0.372
H -0.04 -3.92 -0.05  0.601
H -1.07 -3.31 -1.34  0.366
H 2.21 -4.00 -3.01  0.355
H 0.48 -3.94 -3.36  0.204
H 1.09 -4.94 -2.03  0.488

***

Stability ranking, top entry: model a; the second entry is 1.105 eV less favorable.

***

Model a:
2 unconnected molecules or ions with the total composition C4H6O4, computed with ωB97M-V/def2-TZVPD.

Properties
- frontier orbital gap (eV) = 11.35
- molecular weight (g/mol) = 118.09
- SMILES = C[C@@H]1O[C@H]1O.O=C=O
- lowest unoccupied orbital energy (hartree) = 0.0261

Last column: natural (NBO) charge in e.
Geometry (Å):
C -0.68 -1.18 0.37  -0.637
C 0.06 -0.03 -0.22  0.022
O 1.36 0.29 0.43  -0.522
C 0.32 1.21 0.45  0.323
O 0.53 2.51 -0.27  -0.700
H -0.60 -1.25 1.46  0.234
H -0.20 -2.16 -0.09  0.226
H -1.71 -1.00 0.05  0.228
H 0.24 0.06 -1.30  0.195
H 0.03 1.50 1.45  0.175
H 1.03 2.19 -0.98  0.458
O 4.08 0.60 -0.72  -0.518
C 4.06 -0.20 0.09  1.035
O 4.09 -1.01 0.90  -0.519

***

Model b:
C4H6O4 in the gas phase, computed with ωB97M-V/def2-TZVPD.

Properties
- frontier orbital gap (eV) = 10.70
- molecular weight (g/mol) = 118.09
- SMILES = O=C[C@@H](O)[C@H](O)C=O
- lowest unoccupied orbital energy (hartree) = 0.0144

Last column: natural (NBO) charge in e.
Geometry (Å):
O 1.90 1.05 -0.57  -0.512
C 1.79 0.06 0.12  0.435
C 0.47 -0.62 0.40  -0.015
O 0.63 -1.03 1.74  -0.708
C -0.76 0.24 0.33  -0.055
O -1.76 -0.70 0.41  -0.714
C -0.75 0.94 -0.89  0.420
O -1.26 0.36 -1.85  -0.548
H 2.68 -0.35 0.73  0.140
H 0.21 -1.45 -0.22  0.205
H -0.25 -1.25 2.08  0.489
H -0.91 0.89 1.14  0.207
H -1.95 -1.05 -0.49  0.498
H -0.38 1.98 -0.85  0.158

***

Stability ranking, top entry: model a; the second entry is 0.987 eV less favorable.

***

Model a:
4 unconnected molecules or ions with the total composition C4H6O4, computed with ωB97M-V/def2-TZVPD.

Properties
- frontier orbital gap (eV) = 9.23
- molecular weight (g/mol) = 118.09
- lowest unoccupied orbital energy (hartree) = -0.0476

Last column: natural (NBO) charge in e.
Geometry (Å):
C -2.26 -0.97 -0.24  -0.279
C -0.81 0.45 0.48  0.373
C 0.17 1.69 0.17  -0.134
C 1.37 -0.47 0.02  0.996
H -1.73 -1.63 1.47  0.209
H -1.72 -1.95 -1.49  0.244
H -3.82 -0.45 -0.36  0.214
H -1.30 0.53 1.57  0.189
H -0.62 2.22 -0.48  0.216
H 0.90 2.32 0.99  0.242
O -1.59 0.18 -0.49  -0.590
O 1.16 0.89 -0.64  -0.584
O 2.32 -1.15 -0.22  -0.538
O 0.29 -0.59 0.82  -0.556

***

Model b:
C4H6O4 in the gas phase, computed with ωB97M-V/def2-TZVPD.

Properties
- frontier orbital gap (eV) = 10.89
- molecular weight (g/mol) = 118.09
- SMILES = CC(C(=O)O)C(=O)O
- lowest unoccupied orbital energy (hartree) = 0.0071

Last column: natural (NBO) charge in e.
Geometry (Å):
C -0.41 1.68 0.22  -0.592
C -0.15 0.11 0.39  -0.460
C 1.16 -0.21 -0.28  0.805
O 1.86 0.36 -1.03  -0.538
O 1.49 -1.54 0.15  -0.769
C -1.33 -0.69 -0.31  0.802
O -2.24 -0.06 -0.80  -0.552
O -1.23 -1.98 -0.15  -0.629
H -1.43 1.96 0.80  0.232
H 0.52 2.25 0.64  0.214
H -0.48 2.05 -0.76  0.229
H 0.00 -0.17 1.39  0.251
H 2.59 -1.64 -0.26  0.513
H -0.36 -2.12 0.01  0.496

***

Model c:
2 unconnected molecules or ions with the total composition C4H6O4, computed with ωB97M-V/def2-TZVPD.

Properties
- frontier orbital gap (eV) = 9.92
- molecular weight (g/mol) = 118.09
- SMILES = C[C@@H]1O[C@H]1O.O=C=O
- lowest unoccupied orbital energy (hartree) = 0.0201

Last column: natural (NBO) charge in e.
Geometry (Å):
C 1.92 0.96 -0.12  -0.644
C 0.67 0.07 -0.25  0.010
O -0.43 0.20 0.64  -0.521
C 0.28 -0.97 0.78  0.367
O -0.24 -2.16 0.48  -0.710
H 2.42 0.89 0.78  0.215
H 1.53 2.05 -0.31  0.216
H 2.62 0.95 -1.10  0.229
H 0.24 -0.05 -1.25  0.176
H 0.92 -1.07 1.61  0.153
H -1.11 -2.08 -0.10  0.506
O -2.60 -0.68 -0.44  -0.551
C -2.99 0.40 -0.32  1.050
O -3.24 1.51 -0.41  -0.496

***

Stability ranking, top entry: model b; the second entry is 0.555 eV less favorable.

***

Model a:
CH4BClS in the gas phase, computed with ωB97M-V/def2-TZVPD.

Properties
- frontier orbital gap (eV) = 9.63
- molecular weight (g/mol) = 94.38
- lowest unoccupied orbital energy (hartree) = -0.0049

Last column: natural (NBO) charge in e.
Geometry (Å):
B 0.14 0.02 -0.91  -0.100
C 0.22 0.07 0.74  -0.749
S 1.61 0.92 0.02  0.522
Cl 3.13 -0.38 0.01  -0.126
H -0.51 0.86 -1.22  -0.022
H 0.45 -0.90 -1.41  -0.012
H -0.51 0.79 1.50  0.255
H 0.53 -0.81 1.18  0.232

***

Model b:
CH4BClS in the gas phase, computed with ωB97M-V/def2-TZVPD.

Properties
- frontier orbital gap (eV) = 8.42
- molecular weight (g/mol) = 94.38
- lowest unoccupied orbital energy (hartree) = -0.0537

Last column: natural (NBO) charge in e.
Geometry (Å):
B -1.28 0.80 -0.21  -0.114
C 1.66 -0.82 0.26  -0.458
S 0.40 -0.43 -0.64  0.422
Cl -2.69 -0.23 0.15  -0.208
H -1.24 1.21 -1.26  -0.037
H -1.09 1.48 0.62  -0.049
H 1.87 -0.48 1.27  0.220
H 2.37 -1.54 -0.19  0.223

***

Stability ranking, top entry: model b; the second entry is 0.781 eV less favorable.

***

Model a:
A gas-phase ion, C8H12NO (charge +1), computed with ωB97M-V/def2-TZVPD.

Properties
- frontier orbital gap (alpha / beta) (eV) = 7.23 / 6.70
- molecular weight (g/mol) = 138.19
- net charge = +1
- SMILES = CC1=CC([N+](C)=O)=C(C)C1
- lowest unoccupied orbital energy (alpha / beta) (hartree) = -0.2164 / -0.2335

Last column: natural (NBO) charge in e.
Geometry (Å):
C 2.89 1.51 0.23  -0.676
C 1.56 0.93 0.22  0.122
C 0.41 1.59 0.33  -0.252
C -0.64 0.56 0.03  0.058
N -2.01 0.76 0.05  0.229
C -2.93 -0.27 0.00  -0.490
O -2.44 1.86 0.34  -0.218
C -0.04 -0.68 -0.27  0.291
C -0.49 -2.04 -0.64  -0.702
C 1.39 -0.58 0.04  -0.535
H 3.55 1.36 1.08  0.259
H 2.76 2.62 0.06  0.245
H 3.56 1.04 -0.55  0.245
H 0.20 2.55 0.74  0.266
H -3.94 0.12 0.16  0.278
H -2.69 -0.91 0.88  0.248
H -3.13 -0.84 -0.88  0.261
H 0.26 -2.66 -1.24  0.276
H -1.49 -2.11 -1.13  0.247
H -0.60 -2.56 0.31  0.276
H 2.21 -1.11 -0.64  0.283
H 1.62 -1.14 0.87  0.288

***

Model b:
A gas-phase ion, C8H12NO (charge +1), computed with ωB97M-V/def2-TZVPD.

Properties
- frontier orbital gap (eV) = 10.17
- molecular weight (g/mol) = 138.19
- net charge = +1
- SMILES = C[N@@H+]1[C@H]2CC#C[C@]1(O)CC2
- lowest unoccupied orbital energy (hartree) = -0.1585

Last column: natural (NBO) charge in e.
Geometry (Å):
C 1.14 1.24 -1.01  -0.428
N 0.30 0.08 -0.82  -0.373
C -1.05 0.45 -0.24  -0.026
C -2.07 -0.62 -0.68  -0.452
C -1.26 -1.85 -0.28  0.138
C -0.07 -2.00 -0.08  -0.095
C 0.85 -0.96 0.22  0.406
O 2.33 -1.06 -0.12  -0.734
C 0.58 -0.17 1.47  -0.447
C -0.73 0.55 1.25  -0.437
H 1.11 1.83 -0.06  0.226
H 2.16 1.11 -1.41  0.278
H 0.54 1.84 -1.77  0.225
H 0.08 -0.22 -1.75  0.440
H -1.45 1.38 -0.48  0.255
H -2.25 -0.47 -1.71  0.249
H -2.88 -0.40 0.00  0.263
H 2.78 -1.88 -0.11  0.513
H 1.33 0.45 1.74  0.243
H 0.56 -0.95 2.32  0.264
H -1.46 0.11 1.79  0.239
H -0.54 1.53 1.71  0.252

***

Stability ranking, top entry: model a; the second entry is 0.557 eV less favorable.